Entry 1:
DFT (ωB97M-V with the def2-TZVPD basis set) results for a structure of composition C6H9InO4 at a distorted geometry.

```
! RIJCOSX wB97M-V def2-TZVPD def2/J DEFGRID3
* xyz 2 1
O -0.00103 2.68314 1.70841
C 0.82112 1.91367 0.92711
C 1.60952 0.90630 1.32066
H 0.82461 2.24876 -0.11517
H 2.21004 0.39935 0.56391
H 1.55221 0.50051 2.33224
O 1.68933 5.93725 0.81027
C 1.93616 4.73771 1.25228
O 2.90399 4.19935 0.66809
In 3.07326 2.92101 2.13341
O 1.56315 3.19565 3.26421
C 0.60968 3.64671 2.53363
H -0.18752 4.26200 2.96888
C 0.46959 6.64555 1.11314
H 0.22462 7.18941 0.19448
H -0.32356 5.90882 1.28630
C 0.68232 7.58183 2.27927
H 1.00430 7.04186 3.18024
H 1.43658 8.34042 2.03188
H -0.26444 8.08984 2.50646
*
```

- HOMO: -18.60 eV
- LUMO level: -12.60 eV


Entry 2:
DFT (ωB97M-V with the def2-TZVPD basis set) results for a structure of composition C6H9LiO5V at a distorted geometry.

```
! RIJCOSX wB97M-V def2-TZVPD def2/J DEFGRID3
* xyz 0 4
O 2.20187 0.87176 -0.18817
C 2.42651 0.00080 0.84873
C 2.41668 -1.37120 0.11518
O 1.15858 -1.53070 -0.45618
V 0.47629 0.25163 -0.96966
H 2.21696 -0.45494 1.84833
H 3.22696 -1.46181 -0.63733
O -2.42114 -0.68739 0.55150
C -1.74580 -0.08248 1.58124
C -0.82435 0.90662 1.38538
O -0.81726 1.57962 0.12217
C -2.09003 1.46515 -0.52286
C -2.32606 -0.03038 -0.73808
O -1.27464 -0.55340 -1.42141
Li -0.51706 -2.18079 -0.70737
H -2.24088 -0.18163 2.54775
H -0.36569 1.50009 2.17324
H -2.00162 1.97568 -1.48844
H -2.86436 1.93414 0.09898
H -3.29818 -0.21497 -1.22429
H 2.22486 0.95324 1.74711
H 2.64726 -2.14585 0.87493
*
```

- ⟨S²⟩: 3.7595
- HOMO (spin up / spin down): -5.60 / -5.60 eV
- LUMO level (spin up / spin down): -0.18 / -0.23 eV


Entry 3:
DFT (ωB97M-V with the def2-TZVPD basis set) results for a structure of composition C6H9LiO7Sn at a distorted geometry.

```
! RIJCOSX wB97M-V def2-TZVPD def2/J DEFGRID3
* xyz 1 2
O 1.12495 2.10239 -0.88209
C 2.38843 1.98686 -0.72981
O 2.86684 2.09854 0.42911
Sn 0.92678 2.23777 1.13381
O 3.10134 1.77054 -1.79635
C 3.69838 0.47045 -2.00496
C 2.83029 -0.63526 -1.45258
H 4.69893 0.47184 -1.55668
H 3.79789 0.39746 -3.09345
H 3.19318 -0.90192 -0.45089
H 2.88531 -1.53011 -2.08645
C -3.92071 -1.66350 1.98135
C -2.59494 -1.17412 1.52494
O -2.44706 0.17919 1.63943
C -1.54315 0.85538 0.90549
O -1.59005 0.81239 -0.32910
O -0.68247 1.44202 1.62286
O -4.35622 -2.67502 1.09968
Li -0.42983 1.42740 -1.64923
H -4.64698 -0.82524 2.00206
H -3.83099 -2.03425 3.01796
H 1.75459 -0.34963 -1.34889
H -5.31514 -2.72770 1.13204
H -1.90935 -1.73545 0.89174
*
```

- ⟨S²⟩: 0.7535
- HOMO (spin up / spin down): -10.64 / -12.56 eV
- LUMO level (spin up / spin down): -4.40 / -4.41 eV


Entry 4:
DFT (ωB97M-V with the def2-TZVPD basis set) results for the ion C6H9N with charge -1 at a distorted geometry.

```
! RIJCOSX wB97M-V def2-TZVPD def2/J DEFGRID3
* xyz -1 2
C 1.61098 -1.62492 -1.13498
C 0.59124 -0.93174 -0.28506
C -0.65298 -1.34520 0.01513
N -1.30057 -0.31063 0.69951
C -0.46191 0.79903 0.72969
C 0.67407 0.44501 0.02755
C -0.97901 2.19540 0.76433
H 1.74105 -2.67187 -0.93570
H 2.58153 -1.15311 -0.94406
H 1.41181 -1.54901 -2.21510
H -1.24639 -2.20948 -0.05838
H -1.83138 -0.47588 1.51331
H 1.28974 1.15393 -0.49377
H -1.64938 2.34388 1.60189
H -1.60491 2.41990 -0.13525
H -0.17388 2.91468 0.85090
*
```

- ⟨S²⟩: 0.7505
- HOMO (spin up / spin down): 1.41 / -4.17 eV
- LUMO level (spin up / spin down): 4.05 / 3.98 eV


Entry 5:
DFT (ωB97M-V with the def2-TZVPD basis set) results for the molecule C6H9N.

```
! RIJCOSX wB97M-V def2-TZVPD def2/J DEFGRID3
* xyz 0 1
C 1.65428 0.83090 -0.20221
C 1.07946 -0.35292 0.51574
C -0.44039 -0.37430 0.88732
C -1.01873 -1.08920 -0.34374
C -0.24465 -0.19885 -1.26001
C -0.96226 0.97584 0.61914
N 1.10576 -0.29951 -0.92860
H 2.72927 0.97381 -0.27566
H 1.01022 1.70630 -0.25130
H 1.74746 -1.05990 0.99666
H -0.59035 -0.83084 1.87105
H -0.79729 -2.15853 -0.39224
H -2.09626 -0.94096 -0.45620
H -0.47408 -0.02189 -2.31207
H -0.80121 1.71339 1.41825
H -1.90122 1.12665 0.11386
*
```

- HOMO (spin up / spin down): -7.53 / -7.65 eV
- LUMO level (spin up / spin down): 0.63 / 0.67 eV


Entry 6:
DFT (ωB97M-V with the def2-TZVPD basis set) results for the molecule C6H9N.

```
! RIJCOSX wB97M-V def2-TZVPD def2/J DEFGRID3
* xyz 0 1
C -1.28431 1.41280 -0.23719
C -0.01891 0.62830 -0.18364
C 0.19364 -0.85768 -0.28141
C -0.79729 -1.70245 0.51981
C 1.67790 -1.13131 -0.05986
C 2.19068 0.11868 0.03336
N 1.16103 1.14219 -0.03867
H -1.84412 1.17234 -1.14674
H -1.11023 2.49281 -0.21232
H -1.92702 1.14852 0.61136
H -0.55020 -2.75647 0.37787
H -1.83503 -1.53686 0.20456
H -0.72369 -1.48730 1.59112
H 0.04003 -1.07595 -1.35550
H 3.20221 0.49239 0.16107
H 1.32429 2.14393 0.01287
*
```

- HOMO: -7.16 eV
- LUMO level: 0.50 eV


Entry 7:
DFT (ωB97M-V with the def2-TZVPD basis set) results for a structure of composition C6H9N.

```
! RIJCOSX wB97M-V def2-TZVPD def2/J DEFGRID3
* xyz 0 1
C 0.50710 -1.63472 1.15285
C -0.01465 -0.36294 0.57995
C -0.16296 0.00046 -0.76405
C 0.40270 -0.53558 -1.96462
C -0.59625 1.43878 -0.72446
C -0.69093 1.79725 0.62673
N -0.33256 0.74585 1.36261
H 0.17537 -2.47803 0.53640
H 0.13144 -1.80444 2.17013
H 1.60572 -1.67738 1.19227
H -0.11360 -0.32420 -2.89751
H 0.93690 -1.47865 -1.90189
H 0.58511 1.00367 -1.21905
H -1.05504 1.97140 -1.54866
H -1.06558 2.70682 1.07517
H -0.32974 0.73381 2.37188
*
```

- HOMO: -5.88 eV
- LUMO level: 0.75 eV


Entry 8:
DFT (ωB97M-V with the def2-TZVPD basis set) results for the molecule C6H9N.

```
! RIJCOSX wB97M-V def2-TZVPD def2/J DEFGRID3
* xyz 0 1
C 2.94296 -0.32458 -0.14282
C 1.83219 -0.39489 -0.60174
C 0.45693 -0.47002 -1.10938
C -0.54944 -0.00545 -0.06533
C -0.52446 1.47675 0.23071
C -0.95286 -0.96497 0.98405
N -1.84158 -0.67974 -0.14868
H 3.93038 -0.27148 0.26117
H 0.35977 0.14183 -2.01573
H 0.21400 -1.49922 -1.39487
H 0.50479 1.82697 0.35955
H -1.08154 1.71151 1.14427
H -0.97242 2.03759 -0.59942
H -0.52464 -1.96547 0.99192
H -1.21248 -0.57613 1.96725
H -2.58160 -0.04269 0.13905
*
```

- HOMO: -9.55 eV
- LUMO level: 1.03 eV
- SMILES: C#CC[C@]1(C)CN1


Entry 9:
DFT (ωB97M-V with the def2-TZVPD basis set) results for the molecule C6H9N.

```
! RIJCOSX wB97M-V def2-TZVPD def2/J DEFGRID3
* xyz 0 1
C -1.92475 0.97340 -0.56810
C 0.77168 0.44440 0.50672
C 1.00730 -0.42692 -0.70462
C 2.36455 -0.94511 -0.48806
C 3.46957 -1.26232 -0.12995
C -0.50631 0.17042 1.17017
N -1.68154 -0.12270 0.36609
H -1.16572 0.93980 -1.35710
H -1.88035 1.97128 -0.09828
H -2.89681 0.85700 -1.05321
H 1.00017 0.22463 -1.59236
H 0.26767 -1.22319 -0.88367
H 4.45518 -1.50596 0.19632
H -0.10411 -0.75888 1.64892
H -0.69820 0.87175 1.99763
H -2.47834 -0.20760 0.98952
*
```

- HOMO: -8.41 eV
- LUMO level: 0.01 eV


Entry 10:
DFT (ωB97M-V with the def2-TZVPD basis set) results for a cluster of 2 separate species, C6H9N in total at a distorted geometry.

```
! RIJCOSX wB97M-V def2-TZVPD def2/J DEFGRID3
* xyz 0 1
C 0.69578 1.69195 2.50962
C -0.01642 1.50513 1.40114
C 0.94222 0.41683 1.82084
C -0.98429 -0.31351 -1.84820
C 0.26474 -0.44167 -1.01870
C 0.02669 -1.65866 -0.30059
N 1.58116 -0.58491 1.73555
H 0.85143 2.18882 3.39079
H -0.57095 2.09052 0.70876
H -0.93481 -1.09086 -2.68555
H -1.88541 -0.27095 -1.20044
H -0.93703 0.62807 -2.52990
H 0.22158 0.40559 -0.33141
H 1.20820 -0.42945 -1.60016
H -0.97295 -1.53953 0.31324
H 0.51005 -2.59735 -0.36499
*
```

- HOMO (spin up / spin down): -8.50 / -7.44 eV
- LUMO level (spin up / spin down): 0.53 / -0.23 eV


Entry 11:
DFT (ωB97M-V with the def2-TZVPD basis set) results for a cluster of 2 separate species, C6H9N in total at a distorted geometry.

```
! RIJCOSX wB97M-V def2-TZVPD def2/J DEFGRID3
* xyz 0 1
C 0.04499 0.17503 -2.38004
C -0.26541 0.61086 -0.39537
C 0.26176 -0.38251 0.28116
C -1.23535 1.67324 -0.25391
C 0.19163 -0.42485 1.77683
C 1.18486 -1.44964 -0.30161
N -0.08291 -0.40931 -3.35260
H -2.06542 1.71524 -0.99354
H -0.83754 2.68274 -0.37487
H -1.56729 1.73466 0.77451
H 0.76422 0.45240 2.14470
H 0.47737 -1.40508 2.13452
H -0.85623 -0.21840 2.11440
H 1.98508 -1.19764 0.21012
H 0.75395 -2.38204 -0.04489
H 1.24629 -1.17470 -1.33939
*
```

- HOMO: -9.95 eV
- LUMO level: 0.52 eV


Entry 12:
DFT (ωB97M-V with the def2-TZVPD basis set) results for the molecule C6H9N.

```
! RIJCOSX wB97M-V def2-TZVPD def2/J DEFGRID3
* xyz 0 1
C -1.39202 2.05890 -0.11303
C -0.48378 0.95600 0.32122
C -0.60176 0.20401 1.55093
C 0.45588 -0.65091 1.39849
C 1.12087 -0.62002 0.05500
C 0.50752 -1.90116 -0.58273
N 0.51012 0.57320 -0.48509
H -2.23211 2.10110 0.57676
H -1.76636 1.89942 -1.12902
H -0.88263 3.02605 -0.10073
H 0.76068 -1.44660 2.07876
H 2.21560 -0.58746 -0.01652
H 1.21329 -2.44610 -1.19998
H -0.34406 -1.60204 -1.19062
H 0.13239 -2.58220 0.18365
H 0.78637 1.01781 -1.34710
*
```

- HOMO: -7.23 eV
- LUMO level: 0.35 eV
- SMILES: CC1=C=C[C@@H](C)N1